{"formula": "C2H6NO3", "method": "the ωB97M-V functional and the def2-TZVPD basis", "de_lowest_kcal_mol": 11.4, "homo_energy_ev": -14.64, "e_tot_ev": -9796.595, "molar_mass_g_mol": 92.07, "charge": 1, "symbols": ["C", "C", "N", "O", "O", "O", "H", "H", "H", "H", "H", "H"], "positions_angstrom": [[-2.7993, -0.6180, 0.5137], [1.8054, 0.4597, -1.0268], [1.3913, -0.1174, 0.0735], [-1.5685, -0.5974, 0.3931], [-3.4683, -0.8815, 1.6382], [2.8060, 1.1019, -1.1488], [-3.4839, -0.4718, -0.2846], [1.0044, 0.3297, -1.8098], [1.9443, -0.2038, 0.9434], [0.4253, -0.5766, -0.0023], [-2.9964, -1.1326, 2.5227], [2.8416, 1.6841, -1.9439]]}